Here is C24H13FN6O5S6Ta as an isolated structure from OMol25. Energies are from ωB97M-V with the def2-TZVPD basis set.

The geometry in XYZ format:
```
56
Properties=species:S:1:pos:R:3:mulliken_charge:R:1
Ta 0.721 0.740 -0.016 1.128
O 1.225 -0.689 -1.696 -0.264
N 1.079 -1.919 -1.501 -0.868
N 0.712 -2.198 -0.321 1.353
O 0.510 -1.233 0.577 -0.728
C 0.468 -3.547 0.082 0.344
C 0.906 -4.601 -0.710 -0.510
C 0.646 -5.895 -0.295 -0.545
C -0.035 -6.131 0.893 -0.426
C -0.461 -5.064 1.669 -0.772
C -0.213 -3.760 1.268 -0.120
H 1.438 -4.399 -1.628 0.486
H 0.983 -6.725 -0.902 0.372
H -0.232 -7.146 1.212 0.384
H -0.998 -5.242 2.591 0.373
H -0.551 -2.911 1.845 0.423
O -1.970 4.201 5.333 -0.595
C -1.422 3.688 4.392 0.567
S -0.157 2.457 4.535 -0.168
C 0.163 2.300 2.824 0.241
C -0.589 3.033 1.987 0.217
S -0.339 3.008 0.272 -0.480
S -1.815 4.054 2.702 -0.135
S 1.472 1.308 2.245 -0.360
F 7.004 -0.418 0.245 -0.351
C 5.674 -0.149 0.207 0.504
C 4.796 -1.020 0.810 -0.845
C 3.436 -0.733 0.756 0.168
C 2.930 0.401 0.110 0.107
C 3.875 1.253 -0.473 -0.376
C 5.238 0.993 -0.432 -0.852
H 5.169 -1.901 1.316 0.431
H 2.759 -1.413 1.261 0.433
H 3.551 2.157 -0.970 0.367
H 5.955 1.664 -0.889 0.432
O -2.685 -1.429 0.369 -0.690
S -2.183 -0.091 0.258 1.252
O -1.306 0.345 1.350 -0.478
N -1.325 0.221 -1.078 -0.274
C -2.036 0.958 -1.987 0.084
S -1.580 1.317 -3.516 -0.371
C -3.312 1.461 -1.382 0.184
C -4.239 2.320 -1.948 -0.735
C -5.321 2.721 -1.178 -0.530
C -5.488 2.271 0.131 -0.529
C -4.573 1.396 0.698 -0.693
C -3.499 1.021 -0.082 0.412
H -4.091 2.669 -2.961 0.445
H -6.049 3.404 -1.597 0.387
H -6.336 2.611 0.711 0.401
H -4.685 1.033 1.711 0.479
N 1.157 2.965 -5.999 -0.547
C 1.367 3.057 -4.866 0.446
N 1.672 3.269 -3.591 -0.720
C 1.382 2.485 -2.652 0.691
N 1.201 1.833 -1.694 -0.149
```

Computed properties:
- total charge = -1
- LUMO level (eV) = 1.61
- energy above the lowest of the compared OMol25 structures with the same formula, charge and spin (kJ/mol) = 0.00

Here is C24H15BCo2F6O8S as an isolated structure in a non-equilibrium geometry from OMol25. Energies are from ωB97M-V with the def2-TZVPD basis set.

The geometry in XYZ format:
```
57
Properties=species:S:1:pos:R:3:mulliken_charge:R:1
C 1.782 3.245 -4.782 -1.161
C 1.594 2.831 -3.383 0.463
C 2.383 3.142 -2.315 -0.854
C 2.019 2.510 -1.101 -0.306
C 0.613 2.301 -1.112 0.306
B 0.981 -1.571 -1.297 0.937
C -0.545 -1.475 -1.456 -0.774
C -1.121 -1.796 -2.699 -0.752
C -2.496 -1.778 -2.924 0.108
C -3.008 -2.337 -4.222 0.801
F -4.165 -1.761 -4.651 -0.268
F -2.109 -2.213 -5.247 -0.268
F -3.246 -3.681 -4.055 -0.254
C -3.381 -1.377 -1.933 -0.977
C -2.845 -0.875 -0.749 0.036
C -3.749 -0.289 0.325 0.913
F -3.550 -0.927 1.525 -0.240
F -3.508 1.042 0.565 -0.261
F -5.080 -0.362 0.058 -0.302
C -1.467 -0.956 -0.509 0.247
O 1.838 -1.356 -2.325 -0.431
C 2.993 -2.037 -1.829 -0.515
C 2.876 -2.014 -0.303 -0.477
O 1.479 -1.734 0.003 -0.165
S 0.150 1.973 -2.714 -0.038
H 1.912 4.348 -4.868 0.329
H 2.598 2.631 -5.226 0.285
H 0.884 2.994 -5.364 0.350
H 3.316 3.665 -2.350 0.413
H 2.770 2.328 -0.330 0.431
H -0.486 -2.017 -3.555 0.522
H -4.444 -1.409 -2.110 0.545
H -1.089 -0.497 0.410 0.131
H 2.925 -3.060 -2.190 0.327
H 3.945 -1.669 -2.207 0.265
H 3.087 -2.972 0.177 0.325
H 3.529 -1.251 0.143 0.304
O -1.692 3.437 5.527 -0.338
C -1.115 2.485 5.257 0.404
Co -0.218 0.957 5.042 0.055
C 1.490 1.514 5.015 0.154
O 2.564 1.937 5.101 -0.349
C -0.480 0.721 6.750 0.475
O -0.614 0.539 7.896 -0.379
C -0.851 0.998 3.190 -1.043
C -0.069 0.904 2.067 -0.524
C 0.320 1.261 0.849 1.280
Co 0.132 -0.564 3.195 -0.219
C 1.842 -0.775 2.905 0.065
O 2.971 -0.949 2.739 -0.363
C -0.516 -2.087 2.417 0.645
O -0.968 -3.114 2.161 -0.426
C 0.214 -1.061 5.013 0.174
O 0.492 -1.936 5.691 -0.428
H -1.906 1.306 3.049 0.750
H 1.337 0.942 0.549 -0.216
H -0.319 1.888 0.188 0.289
```

Computed properties:
- total charge = 0
- LUMO level (eV) = -2.65
- energy above the lowest of the compared OMol25 structures with the same formula, charge and spin (kJ/mol) = 248.68

Here is one molecule with the formula C24H15F3N4O3S in a non-equilibrium geometry from OMol25. Energies are from ωB97M-V with the def2-TZVPD basis set.

The geometry in XYZ format:
```
50
Properties=species:S:1:pos:R:3:mulliken_charge:R:1
O -0.939 1.112 -10.586 -0.595
O -1.044 2.107 -6.329 -0.560
F 2.773 0.039 3.596 -0.249
F 3.570 1.893 4.416 -0.243
F 2.255 2.078 2.629 -0.249
N -0.179 -1.854 0.410 -0.660
O 1.339 1.571 4.511 -0.394
S 0.368 -0.403 -8.765 -0.180
C -0.697 0.762 -9.411 0.560
C -0.901 1.269 -7.171 -0.020
C -1.191 1.522 1.360 -1.493
C -1.056 1.588 -0.033 -0.218
C -0.094 0.100 -7.128 0.805
C 0.353 -0.717 -6.057 -0.908
C -0.039 -2.434 1.656 -0.717
C -0.582 -0.516 0.498 0.055
C 1.277 -0.797 7.406 -0.531
C 0.171 -1.497 7.150 -0.417
C 1.682 0.303 6.644 -0.617
C 0.939 -0.764 -3.656 -0.625
C -1.346 -0.209 -4.149 -0.604
C -0.606 -1.141 6.004 -0.346
C -0.308 -1.807 2.875 -0.764
C 0.772 -0.461 -2.348 -0.554
C -1.561 0.161 -2.778 -0.188
C 0.986 0.631 5.437 0.223
C -0.800 0.177 1.668 1.097
C -0.060 -0.553 -4.676 0.631
C -0.114 -0.187 5.120 -0.051
C -0.677 -0.488 2.848 0.812
C -0.481 0.072 -1.883 0.028
N -1.306 1.564 -8.424 -0.109
N -0.960 0.183 4.022 -0.231
N -0.711 0.371 -0.527 0.435
C 2.512 1.383 3.793 0.862
H -1.503 2.268 2.000 0.606
H -1.334 2.532 -0.678 0.334
H 1.111 -1.503 -6.154 0.330
H 0.029 -3.544 1.662 0.359
H 1.828 -1.059 8.292 0.381
H 0.007 -2.408 7.789 0.302
H 2.573 0.875 6.845 0.450
H 1.968 -1.103 -3.922 0.258
H -2.181 -0.246 -4.874 0.357
H -1.533 -1.625 5.774 0.583
H -0.311 -2.473 3.736 0.404
H 1.530 -0.581 -1.637 0.523
H -2.558 0.447 -2.395 0.432
H -2.066 2.190 -8.569 0.245
H -0.906 1.170 4.010 0.449
```

Computed properties:
- total charge = 0
- LUMO level (eV) = -0.96
- energy above the lowest of the compared OMol25 structures with the same formula, charge and spin (kJ/mol) = 129.01

Here is C24H15N3PdS3 as an isolated structure from OMol25. Energies are from ωB97M-V with the def2-TZVPD basis set.

The geometry in XYZ format:
```
46
Properties=species:S:1:pos:R:3:mulliken_charge:R:1
Pd 0.222 -0.558 0.896 -0.674
S 0.045 -0.993 3.158 -0.256
C -1.335 -1.964 2.832 0.723
S -1.451 -2.068 1.124 -0.276
C -2.217 -2.535 3.734 0.250
C -1.718 -3.157 4.909 0.014
N -1.288 -3.704 5.828 -0.485
C -3.613 -2.475 3.480 -0.022
N -4.737 -2.378 3.246 -0.484
S -0.865 0.681 -3.322 -0.361
C 0.087 -0.761 -3.535 1.164
C 0.529 -1.350 -4.714 -0.678
C 1.267 -2.513 -4.618 -0.468
C 1.548 -3.088 -3.374 -0.819
C 1.110 -2.504 -2.202 -0.360
C 0.381 -1.320 -2.287 -0.950
N -0.127 -0.589 -1.227 0.703
C -0.811 0.455 -1.612 1.020
C -1.453 1.297 -0.614 0.497
C -2.266 2.380 -0.943 -0.861
C -2.853 3.117 0.068 -0.764
C -2.634 2.763 1.395 -0.690
C -1.824 1.681 1.721 -0.261
C -1.215 0.940 0.722 0.570
H 0.294 -0.917 -5.677 0.419
H 1.627 -2.991 -5.519 0.398
H 2.113 -4.009 -3.330 0.405
H 1.305 -2.949 -1.236 0.474
H -2.448 2.639 -1.981 0.403
H -3.490 3.958 -0.172 0.407
H -3.106 3.333 2.185 0.425
H -1.680 1.414 2.761 0.446
C 2.333 -1.051 0.816 -1.085
C 2.273 0.394 0.667 0.296
C 2.092 1.217 1.803 0.028
C 1.936 2.594 1.679 -0.901
C 1.952 3.180 0.430 -0.272
C 2.135 2.392 -0.713 -0.745
C 2.285 1.032 -0.602 -0.340
H 2.660 -1.449 1.768 0.312
H 2.636 -1.631 -0.045 0.343
H 2.105 0.761 2.784 0.607
H 1.800 3.199 2.565 0.426
H 1.822 4.249 0.330 0.408
H 2.150 2.857 -1.690 0.441
H 2.424 0.422 -1.487 0.574
```

Computed properties:
- total charge = 0
- LUMO level (eV) = -1.80

Repeat the first record exactly.
Here is C24H13FN6O5S6Ta as an isolated structure from OMol25. Energies are from ωB97M-V with the def2-TZVPD basis set.

The geometry in XYZ format:
```
56
Properties=species:S:1:pos:R:3:mulliken_charge:R:1
Ta 0.721 0.740 -0.016 1.128
O 1.225 -0.689 -1.696 -0.264
N 1.079 -1.919 -1.501 -0.868
N 0.712 -2.198 -0.321 1.353
O 0.510 -1.233 0.577 -0.728
C 0.468 -3.547 0.082 0.344
C 0.906 -4.601 -0.710 -0.510
C 0.646 -5.895 -0.295 -0.545
C -0.035 -6.131 0.893 -0.426
C -0.461 -5.064 1.669 -0.772
C -0.213 -3.760 1.268 -0.120
H 1.438 -4.399 -1.628 0.486
H 0.983 -6.725 -0.902 0.372
H -0.232 -7.146 1.212 0.384
H -0.998 -5.242 2.591 0.373
H -0.551 -2.911 1.845 0.423
O -1.970 4.201 5.333 -0.595
C -1.422 3.688 4.392 0.567
S -0.157 2.457 4.535 -0.168
C 0.163 2.300 2.824 0.241
C -0.589 3.033 1.987 0.217
S -0.339 3.008 0.272 -0.480
S -1.815 4.054 2.702 -0.135
S 1.472 1.308 2.245 -0.360
F 7.004 -0.418 0.245 -0.351
C 5.674 -0.149 0.207 0.504
C 4.796 -1.020 0.810 -0.845
C 3.436 -0.733 0.756 0.168
C 2.930 0.401 0.110 0.107
C 3.875 1.253 -0.473 -0.376
C 5.238 0.993 -0.432 -0.852
H 5.169 -1.901 1.316 0.431
H 2.759 -1.413 1.261 0.433
H 3.551 2.157 -0.970 0.367
H 5.955 1.664 -0.889 0.432
O -2.685 -1.429 0.369 -0.690
S -2.183 -0.091 0.258 1.252
O -1.306 0.345 1.350 -0.478
N -1.325 0.221 -1.078 -0.274
C -2.036 0.958 -1.987 0.084
S -1.580 1.317 -3.516 -0.371
C -3.312 1.461 -1.382 0.184
C -4.239 2.320 -1.948 -0.735
C -5.321 2.721 -1.178 -0.530
C -5.488 2.271 0.131 -0.529
C -4.573 1.396 0.698 -0.693
C -3.499 1.021 -0.082 0.412
H -4.091 2.669 -2.961 0.445
H -6.049 3.404 -1.597 0.387
H -6.336 2.611 0.711 0.401
H -4.685 1.033 1.711 0.479
N 1.157 2.965 -5.999 -0.547
C 1.367 3.057 -4.866 0.446
N 1.672 3.269 -3.591 -0.720
C 1.382 2.485 -2.652 0.691
N 1.201 1.833 -1.694 -0.149
```

Computed properties:
- total charge = -1
- LUMO level (eV) = 1.61
- energy above the lowest of the compared OMol25 structures with the same formula, charge and spin (kJ/mol) = 0.00